1.
The following is a quantum chemistry calculation of a 2-piece molecular cluster, CH7ISi2 overall, from OMol25.

Computed properties:
- DFT total energy: -25005.0505 eV
- Energy relative to the best compared isomer or geometry (same formula, charge and spin): 1.0717 eV
- Charge: 0
- LUMO energy: -0.04991 hartree

Each line ends with the natural charge from an NBO analysis.
Positions of all 11 atoms, in Å:
1 C 0.69695 0.70442 0.37756  -1.07
2 Si 1.05104 0.02192 2.10704  0.88
3 Si -2.74206 -1.60393 -2.90173  0.61
4 I -2.22997 0.82978 -3.11907  -0.31
5 H -0.31392 1.09367 0.29708  0.24
6 H 1.37530 1.51305 0.12029  0.24
7 H 0.21645 -1.16123 2.34335  -0.17
8 H 2.46255 -0.36535 2.20185  -0.17
9 H 0.75723 1.03489 3.12198  -0.17
10 H 0.81163 -0.07131 -0.37687  0.23
11 H -2.08521 -1.99592 -4.17147  -0.30



2.
The following is a quantum chemistry calculation of C24H17Cl5NPRhS2 as an isolated structure, from OMol25.

Computed properties:
- DFT total energy: -123226.3670 eV
- Energy relative to the best compared isomer or geometry (same formula, charge and spin): 1.1113 eV
- Spin multiplicity: 5
- Charge: +1
- LUMO energy (alpha / beta): -0.09145 / -0.22584 hartree
- Expectation value of S²: 6.012

Each line ends with the natural charge from an NBO analysis.
Positions of all 51 atoms, in Å:
1 Rh 1.87024 -1.27189 -0.19203  1.07
2 Cl 1.88274 -4.24180 -0.33218  0.05
3 C 3.48764 -3.62939 -0.62246  -0.05
4 C 3.62142 -2.24724 -0.61250  -0.43
5 C 4.88406 -1.72632 -0.86045  0.04
6 Cl 5.11102 -0.01257 -0.88966  0.02
7 C 5.97836 -2.56023 -1.09254  -0.13
8 Cl 7.53123 -1.89633 -1.38580  0.08
9 C 5.80269 -3.94505 -1.08812  -0.06
10 Cl 7.13522 -4.97898 -1.37432  0.10
11 C 4.53998 -4.49833 -0.85353  -0.10
12 Cl 4.30560 -6.19246 -0.85181  0.09
13 C 3.06268 5.04935 0.72022  -0.65
14 C 2.74546 3.59771 0.53587  0.08
15 C 2.77721 2.69885 1.59670  -0.24
16 C 2.48430 1.36711 1.37586  0.06
17 N 2.16145 0.89441 0.17087  -0.53
18 C 2.12630 1.74893 -0.85970  0.05
19 C 2.40970 3.08902 -0.71919  -0.25
20 H 3.30855 5.27687 1.75496  0.23
21 H 2.21476 5.66702 0.42160  0.24
22 H 3.90853 5.33477 0.09352  0.24
23 H 3.03461 3.02841 2.59406  0.24
24 H 2.51520 0.65155 2.18837  0.21
25 H 1.87113 1.33309 -1.82699  0.22
26 H 2.37317 3.73357 -1.58765  0.24
27 S -0.97530 1.69157 -0.10428  -0.08
28 P -2.03844 -0.03816 0.01818  1.16
29 S -0.60535 -1.46831 -0.02751  -0.56
30 C -2.96498 -0.12622 1.55389  -0.35
31 C -3.19896 -1.36423 2.14585  -0.20
32 C -3.98521 -1.43624 3.28442  -0.20
33 C -4.53513 -0.28157 3.82446  -0.17
34 C -4.30029 0.95161 3.23159  -0.20
35 C -3.51479 1.03305 2.09361  -0.21
36 C -3.17559 -0.20805 -1.35841  -0.35
37 C -3.48541 -1.47765 -1.83789  -0.20
38 C -4.42600 -1.61270 -2.84626  -0.20
39 C -5.05256 -0.48914 -3.36793  -0.17
40 C -4.74143 0.77577 -2.88742  -0.20
41 C -3.80186 0.92039 -1.88010  -0.20
42 H -2.76265 -2.26332 1.72914  0.23
43 H -4.16564 -2.39447 3.75220  0.23
44 H -5.14704 -0.34242 4.71442  0.23
45 H -4.72561 1.85022 3.65715  0.23
46 H -3.32405 1.99779 1.63804  0.22
47 H -2.98797 -2.35209 -1.43743  0.23
48 H -4.66622 -2.59557 -3.22807  0.23
49 H -5.78437 -0.59920 -4.15692  0.23
50 H -5.22685 1.64960 -3.30000  0.23
51 H -3.55156 1.90928 -1.51385  0.22



3.
The following is a quantum chemistry calculation of a 3-piece molecular cluster, C9H17N overall at a distorted geometry, from OMol25.

Computed properties:
- DFT total energy: -11094.1941 eV
- Energy relative to the best compared isomer or geometry (same formula, charge and spin): 4.0624 eV
- Charge: 0
- LUMO energy: 0.02118 hartree

Each line ends with the natural charge from an NBO analysis.
Positions of all 27 atoms, in Å:
1 C -1.55880 0.02315 0.29213  0.29
2 C -0.81854 -0.89260 1.22629  -0.68
3 C -0.27439 0.40864 -1.37552  -0.76
4 C -2.65733 -0.64837 -0.47992  -0.68
5 C -1.83651 1.37799 0.79955  -0.73
6 H -2.32659 -1.58566 -0.92833  0.22
7 H -2.63317 1.88485 0.25584  0.21
8 H -2.04544 1.38213 1.87273  0.22
9 H -0.38772 -1.74513 0.70077  0.22
10 H -1.51947 -1.28634 1.97371  0.22
11 H -0.03222 -0.37159 1.76701  0.23
12 H -1.04086 1.09152 -1.72990  0.21
13 H -0.41439 -0.60999 -1.73029  0.18
14 H 0.55498 0.77416 -1.98088  0.23
15 H -3.05362 -0.00188 -1.26507  0.22
16 H -3.48285 -0.88117 0.20273  0.23
17 H -0.90007 1.99218 0.70523  0.29
18 C 2.60893 -0.75559 -1.14829  -0.63
19 C 2.27754 0.04665 0.07879  -0.10
20 C 2.90964 -0.12543 1.23916  -0.34
21 C 1.24453 1.09208 0.00067  0.27
22 N 0.97507 2.15364 0.45632  -0.40
23 H 3.46323 -1.40412 -0.95743  0.22
24 H 1.77132 -1.38906 -1.44523  0.22
25 H 2.84712 -0.10626 -1.99381  0.22
26 H 3.66243 -0.89378 1.35611  0.20
27 H 2.66719 0.46997 2.10762  0.21



4.
The following is a quantum chemistry calculation of a single C2H5P molecule at a distorted geometry, from OMol25.

Computed properties:
- DFT total energy: -11437.3219 eV
- Energy relative to the best compared isomer or geometry (same formula, charge and spin): 1.7791 eV
- Spin multiplicity: 3
- Charge: 0
- LUMO energy (alpha / beta): 0.03896 / -0.10376 hartree
- Expectation value of S²: 2.005

Each line ends with the natural charge from an NBO analysis.
Positions of all 8 atoms, in Å:
1 C 0.44662 0.12688 0.61978  -0.79
2 C 0.18409 0.20136 -0.84056  -0.53
3 P -1.33727 0.27247 0.33070  0.45
4 H 0.65721 -0.83915 1.03527  0.23
5 H 0.95359 0.93031 1.01427  0.25
6 H 0.30880 1.14476 -1.44488  0.23
7 H 0.39265 -0.73354 -1.28728  0.21
8 H -1.60569 -1.10308 0.57270  -0.04